Arrangement a

Below is a cluster of 2 separate species, C5H10N2O in total, with properties calculated with wB97M-V/def2-TZVPD.

Gap between HOMO and LUMO (eV): 8.055
LUMO (eV): 0.67
Highest occupied orbital energy (Eh): -0.271
Charge: 0

Last column: natural (NBO) charge in e.
CARTESIAN COORDINATES (ANGSTROEM)
C1 -0.2914 0.3630 0.5798  -0.316
C2 -2.7108 0.4460 -0.7930  -0.430
C3 2.8316 0.6427 0.5579  -0.739
N1 -2.1063 0.2609 0.5144  -0.686
C4 1.9625 -0.4739 0.0292  0.448
C5 -0.0595 -0.7797 -0.1784  0.379
N2 -0.3341 -1.8769 -0.6208  -0.591
O1 2.4345 -1.4769 -0.4489  -0.582
H1 -2.3906 -0.6379 0.9014  0.346
H2 0.5017 -2.4112 -0.9123  0.402
H3 -0.1303 0.2922 1.6489  0.262
H4 -0.1419 1.3146 0.0847  0.249
H5 -2.3012 1.3476 -1.2587  0.182
H6 -3.7902 0.6047 -0.6896  0.201
H7 -2.5687 -0.3922 -1.4910  0.171
H8 3.8909 0.4127 0.4264  0.238
H9 2.5866 1.5679 0.0334  0.233
H10 2.6172 0.7962 1.6166  0.233

Arrangement b

Below is a cluster of 3 separate species, C5H10N2O in total, with properties calculated with wB97M-V/def2-TZVPD.

Gap between HOMO and LUMO (alpha / beta) (eV): 8.356 / 7.453
LUMO (alpha / beta) (eV): 0.75 / 0.22
Highest occupied orbital energy (alpha / beta) (Eh): -0.280 / -0.266
Charge: 0

Last column: natural (NBO) charge in e.
CARTESIAN COORDINATES (ANGSTROEM)
C1 -1.9036 1.2248 -0.2188  -0.356
C2 -2.9663 0.1877 -0.3592  -0.671
N1 0.2219 0.3550 -0.5071  -0.621
C3 2.2506 -0.3620 -0.1462  0.320
C4 -0.1974 0.0254 0.6348  0.691
C5 2.7997 -1.5703 -0.1293  -0.651
O1 2.9260 0.8226 -0.1483  -0.743
N2 -0.5107 -0.5975 1.6230  -0.704
H1 3.8796 0.6857 -0.2971  0.472
H2 0.6639 1.2621 -0.6005  0.420
H3 0.1330 -1.2651 2.0327  0.411
H4 -1.9116 1.8277 0.6840  0.187
H5 -1.6855 1.8076 -1.1068  0.183
H6 2.1901 -2.4623 -0.1151  0.217
H7 3.8838 -1.7112 -0.1514  0.190
H8 -2.7610 -0.4822 -1.1958  0.214
H9 -3.9414 0.6578 -0.5488  0.218
H10 -3.0710 -0.4056 0.5499  0.221

Arrangement c

Below is a cluster of 2 separate species, C5H10N2O in total, with properties calculated with wB97M-V/def2-TZVPD.

Gap between HOMO and LUMO (eV): 9.501
SMILES: Cc1c[nH]cn1.CO
LUMO (eV): 0.86
Highest occupied orbital energy (Eh): -0.317
Charge: 0

Last column: natural (NBO) charge in e.
CARTESIAN COORDINATES (ANGSTROEM)
C1 1.0787 -0.8868 1.9543  -0.647
C2 0.4481 0.1591 1.1170  0.084
C3 0.9254 1.2633 0.4586  -0.098
N1 -0.1488 2.0838 0.1606  -0.552
C4 -1.2650 1.4924 0.7488  0.148
N2 -0.9101 0.3846 1.3240  -0.461
H1 1.6504 -1.6012 1.3493  0.215
H2 0.2689 -1.4621 2.4263  0.241
H3 1.8849 -0.5184 2.6137  0.227
H4 1.7606 1.3360 -0.2089  0.214
H5 0.1579 2.8536 -0.4135  0.427
H6 -2.2420 1.9296 0.6580  0.204
C5 -0.5985 -1.5069 -2.0850  -0.256
O1 -0.0734 -0.1983 -2.1057  -0.716
H7 -0.5355 -1.9939 -1.0941  0.170
H8 -1.6326 -1.5678 -2.4686  0.160
H9 -0.0620 -2.0512 -2.8592  0.179
H10 -0.7073 0.2842 -1.5754  0.462

Which structure is the least stable? The one labeled arrangement b.

Arrangement a

Below is a cluster of 2 separate species, C7H16O in total, with properties calculated with wB97M-V/def2-TZVPD.

Gap between HOMO and LUMO (eV): 10.071
SMILES: C=CCCCCC.O
LUMO (eV): 0.93
Highest occupied orbital energy (Eh): -0.336
Charge: 0

Last column: natural (NBO) charge in e.
CARTESIAN COORDINATES (ANGSTROEM)
C1 -1.0043 1.8351 -1.2060  -0.474
C2 -1.3732 1.1657 -0.0969  -0.152
C3 -1.7709 -0.2574 -0.1388  -0.487
C4 -0.6681 -1.0478 -0.9696  -0.385
C5 0.8144 -0.7603 -0.5993  -0.419
C6 1.2528 -0.6674 0.8618  -0.415
C7 0.7281 -1.8116 1.7660  -0.614
H1 -1.0342 1.5528 -2.2760  0.204
H2 -0.9288 2.8818 -1.0525  0.217
H3 -1.4108 1.6936 1.0102  0.223
H4 -2.6405 -0.4826 -0.7793  0.218
H5 -2.1936 -0.7969 0.7253  0.220
H6 -0.7855 -0.6427 -2.0242  0.208
H7 -1.0077 -2.0805 -0.8131  0.210
H8 1.3304 -1.7280 -0.9419  0.219
H9 1.0343 0.2670 -1.0207  0.200
H10 2.3537 -0.7364 0.9526  0.206
H11 0.9424 0.2480 1.4558  0.215
H12 1.2975 -2.1025 2.7182  0.214
H13 -0.3076 -1.6376 2.1077  0.197
H14 0.5394 -2.5992 1.1349  0.192
O1 1.3416 2.6684 -0.0504  -0.939
H15 2.1887 3.0362 -0.0116  0.467
H16 1.3019 2.0024 -0.7521  0.475

Arrangement b

Below is a cluster of 2 separate species, C7H16O in total, with properties calculated with wB97M-V/def2-TZVPD.

Gap between HOMO and LUMO (eV): 9.285
SMILES: CCC(C)=C(C)C.O
LUMO (eV): 0.74
Highest occupied orbital energy (Eh): -0.314
Charge: 0

Last column: natural (NBO) charge in e.
CARTESIAN COORDINATES (ANGSTROEM)
C1 -1.3067 -1.9311 -0.0886  -0.607
C2 0.0767 -1.2058 -0.3530  -0.425
C3 -0.0723 0.2257 0.1952  0.009
C4 -1.0143 1.1133 -0.6440  -0.646
C5 0.5454 0.6577 1.3114  0.005
C6 0.4303 2.0968 1.7743  -0.650
C7 1.4026 -0.2215 2.2225  -0.640
H1 -1.5438 -2.2002 0.9544  0.211
H2 -1.2534 -2.8561 -0.6871  0.208
H3 -2.1224 -1.3027 -0.4840  0.202
H4 0.8850 -1.7937 0.1230  0.205
H5 0.3501 -1.0560 -1.4152  0.205
H6 -0.6301 1.2606 -1.6674  0.206
H7 -1.0127 2.0861 -0.1242  0.216
H8 -2.0538 0.7499 -0.7073  0.216
H9 -0.4536 2.1726 2.4298  0.216
H10 0.3545 2.8694 0.9908  0.215
H11 1.3330 2.2939 2.3767  0.212
H12 1.0077 -0.0981 3.2450  0.213
H13 2.4746 0.0381 2.2258  0.214
H14 1.2978 -1.2799 1.9303  0.213
O1 0.2591 -0.8637 -4.6943  -0.939
H15 1.0911 -0.8264 -4.1702  0.470
H16 -0.0450 0.0708 -4.7438  0.470

Which structure is the least stable? The one labeled arrangement a.

Arrangement a

Below is a cluster of 4 separate species, C5H16N2O in total, with properties calculated with wB97M-V/def2-TZVPD.

Gap between HOMO and LUMO (eV): 2.761
LUMO (eV): -4.36
Highest occupied orbital energy (Eh): -0.262
Charge: 0

Last column: natural (NBO) charge in e.
CARTESIAN COORDINATES (ANGSTROEM)
N1 5.4214 -0.7643 -0.8937  -1.109
C1 0.0220 0.3036 1.1007  -0.173
C2 0.0582 0.3324 -0.4510  -0.680
C3 1.1079 0.6322 1.7791  -0.390
N2 -3.0823 -0.2930 0.1885  -0.096
C4 -3.7193 -1.5653 -0.1593  -0.516
C5 -3.8237 0.6137 -0.6862  -0.457
H1 5.2075 -1.7381 -1.0365  0.351
H2 6.0222 -0.5922 -0.1051  0.351
H3 -0.9101 -0.0993 1.5161  0.202
H4 1.1377 0.4986 -0.6829  0.317
H5 -0.4365 1.3041 -0.5991  0.198
H6 -0.5477 -0.4059 -0.9851  0.187
H7 2.0236 0.9039 1.1258  0.293
H8 1.0638 1.0741 2.7742  0.197
H9 -3.7093 -1.7857 -1.2243  0.234
H10 -3.1851 -2.4099 0.2815  0.224
H11 -4.7584 -1.6492 0.1609  0.233
H12 -2.8237 0.4882 -1.2042  0.326
H13 -3.9333 1.6524 -0.3781  0.241
H14 -4.7520 0.3450 -1.1712  0.211
H15 4.5730 -0.2084 -0.7918  0.404
H16 3.1096 1.6733 -0.6427  0.433
O1 2.9313 0.8130 -0.2381  -0.982

Arrangement b

Below is a cluster of 2 separate species, C5H16N2O in total, with properties calculated with wB97M-V/def2-TZVPD.

Gap between HOMO and LUMO (eV): 9.115
SMILES: CCCNCCN.O
LUMO (eV): 0.76
Highest occupied orbital energy (Eh): -0.307
Charge: 0

Last column: natural (NBO) charge in e.
CARTESIAN COORDINATES (ANGSTROEM)
C1 -0.0551 0.9573 -2.7749  -0.616
C2 0.2787 0.4321 -1.3815  -0.416
C3 -0.2208 -0.9918 -1.1412  -0.211
N1 0.3842 -1.6044 0.0200  -0.648
C4 -0.4410 -1.8412 1.1948  -0.225
C5 -0.5677 -0.6072 2.1532  -0.218
N2 0.6312 0.1048 2.4974  -0.842
H1 0.6870 0.6860 -3.5092  0.207
H2 -0.9660 0.4714 -3.1414  0.202
H3 -0.1781 2.0449 -2.8083  0.205
H4 -0.0586 1.1472 -0.6244  0.195
H5 1.3521 0.4037 -1.1861  0.204
H6 0.0155 -1.5841 -2.0227  0.184
H7 -1.3105 -0.9584 -1.0321  0.171
H8 0.9376 -2.4032 -0.2285  0.367
H9 -1.4766 -2.0594 0.9162  0.164
H10 0.0673 -2.6332 1.7485  0.187
H11 -1.3243 0.0538 1.7379  0.175
H12 -1.0151 -1.0707 3.0387  0.174
H13 1.4167 -0.5217 2.5960  0.351
H14 0.8590 0.8031 1.7984  0.381
O1 0.5691 2.9459 0.9901  -0.942
H15 0.7932 3.1226 0.0647  0.474
H16 -0.3776 3.1025 1.0941  0.476

Arrangement c

Below is a structure of composition C5H16N2O, with properties calculated with wB97M-V/def2-TZVPD.

Gap between HOMO and LUMO (eV): 4.425
LUMO (eV): -3.86
Highest occupied orbital energy (Eh): -0.305
Charge: 0

Last column: natural (NBO) charge in e.
CARTESIAN COORDINATES (ANGSTROEM)
C1 -2.0759 0.6556 0.9659  -0.625
C2 -1.7029 -0.7228 0.3795  -0.238
N1 -0.7030 -0.6926 -0.6301  -0.332
C3 1.4199 -0.6296 -1.5956  -0.633
C4 0.6781 -0.6311 -0.3011  -0.083
C5 1.1411 0.6384 0.5295  -0.349
N2 2.3245 0.4748 1.5680  -0.619
H1 -1.4892 0.8103 1.8862  0.206
H2 -3.0871 0.6439 1.2928  0.225
H3 -1.7158 1.4034 0.2440  0.263
H4 -1.3370 -1.3884 1.2110  0.228
H5 -2.6176 -1.2049 -0.1408  0.209
H6 -0.9134 -0.1355 -1.4781  0.456
H7 1.3103 0.2839 -2.1256  0.276
H8 2.4477 -0.8106 -1.4149  0.203
H9 1.1330 -1.5337 -2.1488  0.214
H10 0.8462 -1.5920 0.2840  0.264
H11 1.5290 1.3138 -0.2117  0.249
H12 0.3147 1.1530 0.9760  0.235
H13 1.1919 -0.2611 1.7322  0.265
H14 3.0270 -0.0137 1.1148  0.329
H15 -1.1674 1.7109 -2.5930  0.438
H16 0.0496 -0.8193 2.4378  -0.089
O1 -0.6039 1.3474 -1.9819  -1.094

Which structure is the least stable? The one labeled arrangement c.

Arrangement a

Below is the molecule C3H9N2PS, with properties calculated with wB97M-V/def2-TZVPD.

Gap between HOMO and LUMO (eV): 7.952
SMILES: C/C=N/P(N)SC
LUMO (eV): 0.09
Highest occupied orbital energy (Eh): -0.289
Charge: 0

Last column: natural (NBO) charge in e.
CARTESIAN COORDINATES (ANGSTROEM)
C1 -2.6321 2.3558 -0.7968  -0.681
C2 -1.6397 1.3481 -0.2637  0.251
N1 -1.0635 0.4019 -0.8849  -0.849
P1 0.1488 -0.6857 -0.9182  1.178
N2 0.6854 -0.7546 -2.5412  -1.203
S1 2.0226 0.4116 -0.0630  -0.345
C3 3.6102 1.1697 -0.8780  -0.659
H1 -3.0268 1.9149 -1.6681  0.234
H2 -3.3086 2.7207 -0.0006  0.230
H3 -2.0335 3.2641 -1.0968  0.241
H4 -1.4441 1.5036 0.8136  0.143
H5 0.9102 0.0794 -3.1396  0.394
H6 0.8674 -1.6357 -2.9654  0.399
H7 3.4685 1.1641 -2.0181  0.215
H8 4.4717 0.5895 -0.6430  0.215
H9 3.4203 2.1095 -0.3439  0.237

Arrangement b

Below is a structure of composition C3H9N2PS, with properties calculated with wB97M-V/def2-TZVPD.

Gap between HOMO and LUMO (alpha / beta) (eV): 7.036 / 7.037
LUMO (alpha / beta) (eV): -0.94 / -0.94
Highest occupied orbital energy (alpha / beta) (Eh): -0.293 / -0.293
Charge: 0

Last column: natural (NBO) charge in e.
CARTESIAN COORDINATES (ANGSTROEM)
C1 -0.5700 -0.1030 -1.4382  0.224
C2 -1.1223 -1.1514 -2.3040  -0.653
C3 -0.3162 0.1270 2.3561  -0.914
N1 -0.0684 -0.4699 -0.3251  -0.808
N2 2.0688 0.1135 0.9948  -1.131
P1 0.4985 0.6860 0.7494  1.474
S1 0.3446 2.9880 -0.8327  -0.612
H1 -0.7997 0.9103 -1.8441  0.219
H2 -0.8721 -0.8638 -3.2445  0.222
H3 -0.7973 -2.0238 -1.9980  0.218
H4 -2.3248 -1.2052 -2.3134  0.231
H5 -1.0602 0.8143 2.5706  0.250
H6 -0.4204 -0.9326 2.2196  0.261
H7 0.3537 0.2039 3.1298  0.228
H8 2.6988 0.5649 0.3603  0.403
H9 2.3873 0.3418 1.9193  0.387

Which structure is the least stable? The one labeled arrangement b.